Entry 1:
# C6H12O

An isolated molecule of C6H12O (ωB97M-V with the def2-TZVPD basis set, the OMol25 dataset).

## Properties
Structure (SMILES): C/C=C(/C)CCO
Charge: 0
HOMO in eV: -9.143
Energy above the lowest of the compared OMol25 structures with the same formula, charge and spin in kcal/mol: 21.1
E_tot in Eh: -311.0257
Lowest unoccupied orbital energy in eV: 1.0

Positions of all 19 atoms, in Å:
C  -0.25  1.02  1.97
C  0.45  1.11  0.65
C  0.68  0.12  -0.23
C  1.59  0.34  -1.42
C  0.04  -1.24  -0.10
C  -1.40  -1.24  -0.66
O  -2.11  -0.07  -0.31
H  -0.79  0.08  2.11
H  0.50  1.12  2.77
H  -0.97  1.83  2.10
H  0.87  2.09  0.42
H  1.14  0.00  -2.36
H  1.89  1.38  -1.53
H  2.50  -0.26  -1.26
H  0.02  -1.56  0.94
H  0.61  -2.00  -0.66
H  -1.94  -2.10  -0.25
H  -1.38  -1.34  -1.76
H  -1.49  0.64  -0.48

Entry 2:
# C58H62BN10OP

A 10-piece molecular cluster, C58H62BN10OP overall at a distorted geometry (ωB97M-V with the def2-TZVPD basis set, the OMol25 dataset).

## Properties
Charge: 0
HOMO in eV: -6.106
E_tot in Eh: -3236.0823
Lowest unoccupied orbital energy in eV: -0.5

Positions of all 133 atoms, in Å:
C  -1.74  -3.42  3.79
P  -2.75  -2.14  4.62
O  -3.75  -1.55  3.45
B  -1.56  -0.78  5.07
C  -1.99  0.73  4.97
C  -1.22  1.67  5.87
C  0.06  2.15  5.48
C  0.78  3.04  6.30
C  0.25  3.45  7.55
C  -1.01  2.96  7.95
C  -1.74  2.09  7.12
H  -2.34  -4.25  3.44
H  -1.16  -3.00  2.96
H  -1.05  -3.78  4.56
H  -4.66  -1.68  3.75
H  -0.49  -1.06  5.53
H  -3.06  0.83  5.14
H  -1.83  1.01  3.92
H  0.46  1.85  4.52
H  1.75  3.40  5.99
H  0.80  4.13  8.18
H  -1.43  3.27  8.91
H  -2.71  1.73  7.43
N  0.18  2.14  1.85
C  -0.35  1.00  1.42
C  -0.77  0.78  0.11
C  -0.61  1.81  -0.80
C  -0.04  3.00  -0.37
C  0.33  3.12  0.96
H  -0.46  0.21  2.16
H  -1.19  -0.17  -0.19
H  -0.91  1.67  -1.83
H  0.11  3.83  -1.05
H  0.78  4.03  1.33
N  -6.00  -2.70  5.78
C  -7.32  -2.61  5.87
C  -8.07  -3.32  6.80
C  -7.41  -4.17  7.68
C  -6.03  -4.27  7.58
C  -5.37  -3.52  6.63
H  -7.81  -1.94  5.18
H  -9.15  -3.20  6.84
H  -7.96  -4.74  8.41
H  -5.48  -4.92  8.24
H  -4.30  -3.57  6.52
N  0.56  -5.29  5.88
C  1.38  -5.46  4.85
C  1.95  -6.68  4.52
C  1.66  -7.78  5.31
C  0.81  -7.62  6.39
C  0.29  -6.35  6.63
H  1.59  -4.58  4.25
H  2.62  -6.77  3.66
H  2.09  -8.75  5.09
H  0.55  -8.44  7.04
H  -0.38  -6.18  7.47
N  -1.54  -0.72  -2.83
C  -1.94  -0.13  -3.96
C  -2.24  -0.82  -5.12
C  -2.10  -2.20  -5.12
C  -1.66  -2.82  -3.97
C  -1.40  -2.04  -2.85
H  -2.03  0.95  -3.92
H  -2.57  -0.28  -6.00
H  -2.31  -2.77  -6.02
H  -1.49  -3.89  -3.94
H  -1.04  -2.49  -1.94
N  1.64  -2.65  -3.23
C  2.67  -3.49  -3.25
C  3.99  -3.08  -3.27
C  4.26  -1.72  -3.29
C  3.20  -0.83  -3.27
C  1.92  -1.35  -3.23
H  2.42  -4.55  -3.25
H  4.79  -3.81  -3.28
H  5.28  -1.36  -3.33
H  3.35  0.24  -3.30
H  1.06  -0.69  -3.21
N  -1.17  7.49  0.47
C  -1.34  8.38  -0.51
C  -2.04  8.11  -1.68
C  -2.62  6.87  -1.83
C  -2.46  5.93  -0.83
C  -1.72  6.28  0.29
H  -0.87  9.34  -0.36
H  -2.12  8.86  -2.46
H  -3.17  6.63  -2.73
H  -2.87  4.93  -0.91
H  -1.54  5.56  1.08
N  5.13  -7.24  3.19
C  6.15  -7.44  2.36
C  7.48  -7.44  2.77
C  7.76  -7.21  4.10
C  6.71  -7.00  4.98
C  5.41  -7.03  4.47
H  5.89  -7.61  1.32
H  8.26  -7.61  2.04
H  8.78  -7.20  4.46
H  6.88  -6.82  6.03
H  4.57  -6.87  5.13
N  -1.92  8.03  -5.01
C  -2.57  7.13  -5.75
C  -1.96  6.34  -6.71
C  -0.60  6.48  -6.91
C  0.09  7.41  -6.15
C  -0.62  8.16  -5.22
H  -3.64  7.03  -5.55
H  -2.54  5.62  -7.28
H  -0.08  5.88  -7.65
H  1.16  7.55  -6.27
H  -0.10  8.89  -4.60
N  2.63  1.11  -8.02
C  3.45  1.04  -9.07
C  4.56  0.21  -9.12
C  4.83  -0.60  -8.02
C  4.01  -0.51  -6.91
C  2.93  0.36  -6.96
H  3.19  1.66  -9.91
H  5.17  0.18  -10.01
H  5.68  -1.28  -8.04
H  4.17  -1.13  -6.04
H  2.25  0.43  -6.12
N  -0.13  5.39  -6.02
C  -0.45  5.01  -4.78
C  -0.38  3.70  -4.34
C  0.04  2.73  -5.23
C  0.38  3.10  -6.52
C  0.28  4.44  -6.86
H  -0.79  5.80  -4.11
H  -0.65  3.45  -3.32
H  0.09  1.69  -4.93
H  0.73  2.38  -7.25
H  0.55  4.78  -7.85

Entry 3:
# C17H33BN6Si2Sr

C17H33BN6Si2Sr as an isolated structure at a distorted geometry (ωB97M-V with the def2-TZVPD basis set, the OMol25 dataset).

## Properties
Charge: +2
HOMO (alpha / beta) in eV: -14.574 / -14.978
E_tot in Eh: -1630.1929
Lowest unoccupied orbital energy (alpha / beta) in eV: -10.8 / -7.9

Positions of all 60 atoms, in Å:
C  3.21  -0.87  -1.49
N  1.90  -0.82  -1.86
N  1.90  -0.83  -3.25
C  3.16  -0.90  -3.72
C  4.03  -0.93  -2.63
B  0.58  -0.68  -4.06
N  -0.39  -1.85  -3.72
N  -0.85  -2.03  -2.42
C  -1.74  -3.05  -2.47
C  -1.85  -3.52  -3.79
C  -0.98  -2.74  -4.54
Sr  -0.14  -0.70  -0.26
N  -0.11  0.66  -3.65
N  -0.49  0.85  -2.33
C  -1.08  2.06  -2.27
C  -1.08  2.65  -3.55
C  -0.45  1.74  -4.39
H  -1.50  2.45  -1.35
H  -0.22  1.78  -5.45
H  -1.49  3.61  -3.82
H  0.82  -0.67  -5.24
H  -0.75  -2.75  -5.60
H  3.35  -0.92  -4.79
H  -2.50  -4.30  -4.14
H  5.10  -0.96  -2.66
H  -2.24  -3.41  -1.58
H  3.52  -0.90  -0.45
H  -3.10  -2.45  0.44
C  -2.27  -2.87  1.03
H  -2.52  -3.90  1.31
H  -1.35  -2.90  0.40
H  -2.11  -2.28  1.94
C  -1.02  3.14  1.80
Si  -1.46  1.38  2.33
C  -2.24  1.44  4.05
C  -2.77  0.83  1.07
C  -0.07  0.16  2.33
Si  1.56  0.52  3.14
C  1.70  -0.51  4.71
C  3.00  0.09  1.99
C  1.82  2.31  3.67
H  -1.93  3.75  1.88
H  -0.68  3.18  0.75
H  -0.25  3.60  2.42
H  -3.09  2.13  4.07
H  -2.60  0.45  4.35
H  -1.53  1.77  4.81
H  -2.46  0.84  0.01
H  -3.18  -0.17  1.31
H  -3.61  1.54  1.15
H  -0.42  -0.84  2.70
H  1.78  -1.58  4.49
H  2.60  -0.23  5.29
H  0.83  -0.37  5.37
H  3.09  0.78  1.14
H  3.94  0.14  2.56
H  2.92  -0.94  1.59
H  1.97  2.99  2.82
H  1.00  2.71  4.28
H  2.72  2.35  4.29

Entry 4:
# C14H16

A 2-piece molecular cluster, C14H16 overall at a distorted geometry (ωB97M-V with the def2-TZVPD basis set, the OMol25 dataset).

## Properties
Charge: -1
HOMO (alpha / beta) in eV: 0.747 / -3.429
Energy above the lowest of the compared OMol25 structures with the same formula, charge and spin in kcal/mol: 9.2
E_tot in Eh: -543.0065
Multiplicity: 2
Lowest unoccupied orbital energy (alpha / beta) in eV: 3.2 / 3.2

Positions of all 30 atoms, in Å:
C  -2.10  2.07  -0.31
C  -1.22  -0.80  2.01
C  -1.29  -0.02  0.89
C  -1.74  -0.42  3.24
C  -1.99  1.19  0.89
C  -2.49  0.76  3.25
C  -2.60  1.53  2.09
H  -0.76  -1.78  1.95
H  -0.85  -0.33  -0.06
H  -1.70  -1.04  4.13
H  -3.16  1.08  4.05
H  -2.26  1.55  -1.24
H  -1.10  2.49  -0.46
H  -3.37  2.30  2.09
H  -2.86  2.83  -0.18
C  2.44  -1.23  0.62
C  1.83  0.66  -2.60
C  2.31  0.34  -1.28
C  1.50  -0.35  -3.48
C  2.27  -1.02  -0.86
C  1.49  -1.69  -3.07
C  1.76  -1.98  -1.69
H  1.79  1.70  -2.91
H  2.80  1.11  -0.71
H  1.13  -0.03  -4.45
H  1.20  -2.46  -3.78
H  2.49  -2.23  1.04
H  1.66  -0.62  1.09
H  1.54  -2.97  -1.29
H  3.28  -0.64  1.04